Record 1
Below is 6 unconnected molecules or ions with the total composition C36H30N6O12, with properties calculated with wB97M-V/def2-TZVPD.

The geometry in XYZ format:
```
84
Properties=species:S:1:pos:R:3:forces:R:3:lowdin_charge:R:1
O 4.045 0.445 -0.335 0.176 0.268 -0.072 0.080
N 3.274 -0.480 -0.471 -0.052 0.267 0.306 -0.357
O 3.598 -1.609 -0.747 0.314 -0.708 -0.313 0.071
C 1.857 -0.240 -0.229 -0.331 -0.085 0.753 -0.144
C 0.997 -1.320 -0.152 0.136 -0.256 -0.708 -0.007
C -0.308 -1.072 0.167 -1.446 0.205 0.344 -0.064
C -0.804 0.214 0.406 1.033 0.027 0.444 -0.034
C 0.080 1.292 0.318 0.217 -0.582 0.789 -0.040
C 1.432 1.028 0.107 -0.089 0.771 -1.187 -0.006
H 1.301 -2.327 -0.403 0.265 0.050 0.181 0.107
H -1.023 -1.880 0.277 0.205 -0.140 -0.129 0.104
H -1.796 0.308 0.819 -0.183 0.237 -0.427 0.088
H -0.197 2.304 0.589 -0.227 -0.040 -0.177 0.105
H 2.146 1.840 0.039 -0.001 -0.001 0.202 0.109
O -5.461 1.184 -1.598 0.403 -0.347 0.493 0.076
N -5.005 0.950 -0.486 -0.125 0.957 -0.748 -0.336
O -3.848 0.678 -0.246 0.033 -0.210 -0.335 0.064
C -5.901 1.101 0.651 -0.066 -0.474 -0.012 -0.170
C -5.443 0.723 1.879 0.233 -0.078 1.348 0.002
C -6.319 0.787 2.954 -0.162 -0.452 -0.029 -0.055
C -7.638 1.184 2.776 0.205 0.192 0.422 -0.071
C -8.071 1.605 1.533 0.216 -0.163 -0.435 -0.059
C -7.189 1.532 0.462 -0.599 0.745 -0.545 -0.005
H -4.425 0.408 2.048 0.010 -0.102 -0.205 0.121
H -6.004 0.428 3.925 0.121 0.170 -0.008 0.111
H -8.286 1.201 3.645 -0.113 0.007 -0.149 0.109
H -9.076 1.959 1.355 -0.032 0.002 0.125 0.109
H -7.459 1.891 -0.523 -0.163 -0.221 0.060 0.121
O 2.650 4.659 -1.307 0.696 -0.587 0.010 0.086
N 1.695 5.359 -1.101 -0.487 0.426 -0.528 -0.361
O 1.729 6.455 -0.586 0.237 0.396 0.564 0.073
C 0.393 4.926 -1.592 -0.268 -0.482 0.198 -0.165
C 0.336 4.036 -2.647 0.559 0.124 0.204 -0.005
C -0.903 3.678 -3.131 0.062 -0.434 0.207 -0.061
C -2.046 4.146 -2.503 -0.126 0.332 -0.634 -0.063
C -1.973 5.046 -1.446 -0.199 -0.276 -0.277 -0.059
C -0.734 5.406 -0.957 0.005 0.173 0.297 -0.011
H 1.265 3.629 -3.024 -0.096 0.094 -0.204 0.124
H -0.957 2.988 -3.961 -0.152 0.005 -0.004 0.113
H -2.991 3.847 -2.930 -0.265 0.033 0.188 0.108
H -2.876 5.490 -1.049 0.022 -0.206 0.227 0.110
H -0.633 5.998 -0.058 0.017 0.290 -0.209 0.120
O -1.127 -2.163 3.725 0.151 0.102 0.162 0.092
N -1.159 -2.987 2.839 0.489 0.367 0.247 -0.366
O -2.153 -3.303 2.235 -0.832 -0.276 -0.464 0.067
C 0.098 -3.630 2.442 0.475 -0.495 0.369 -0.168
C 0.035 -4.762 1.648 -0.448 0.841 -0.401 -0.004
C 1.215 -5.337 1.219 0.003 -0.646 0.001 -0.075
C 2.427 -4.883 1.701 0.654 0.901 -0.132 -0.073
C 2.478 -3.789 2.560 -0.523 0.053 -0.043 -0.056
C 1.301 -3.147 2.923 0.270 0.146 0.420 -0.001
H -0.949 -5.037 1.293 0.140 -0.363 -0.041 0.121
H 1.195 -6.174 0.532 -0.069 -0.003 -0.004 0.110
H 3.378 -5.243 1.326 -0.176 -0.438 0.063 0.108
H 3.412 -3.399 2.937 0.085 -0.098 -0.092 0.110
H 1.343 -2.298 3.596 -0.227 0.023 -0.139 0.119
O 0.315 -4.597 -6.174 -0.900 0.175 0.068 0.091
N 1.488 -4.794 -6.339 0.884 -0.237 -0.868 -0.360
O 2.024 -4.969 -7.424 -0.231 0.023 0.265 0.073
C 2.345 -4.839 -5.163 0.535 0.599 0.123 -0.162
C 1.861 -4.335 -3.983 -0.678 -0.362 0.601 -0.001
C 2.617 -4.447 -2.823 -0.202 0.026 -0.061 -0.058
C 3.893 -4.973 -2.901 0.259 -0.649 -0.149 -0.067
C 4.405 -5.385 -4.128 0.020 0.225 0.164 -0.065
C 3.643 -5.295 -5.276 0.194 -0.554 -0.223 -0.001
H 0.837 -3.988 -3.946 0.093 0.099 -0.001 0.122
H 2.146 -4.184 -1.886 0.267 0.150 0.080 0.091
H 4.515 -5.221 -2.050 -0.248 0.489 0.285 0.108
H 5.406 -5.792 -4.139 -0.003 -0.041 -0.243 0.108
H 4.005 -5.656 -6.228 0.009 0.088 -0.002 0.121
O 1.073 0.690 4.180 -0.051 -0.556 0.250 0.078
N 0.689 1.813 3.963 -0.891 0.460 0.058 -0.346
O -0.395 2.270 4.314 0.687 -0.353 -0.199 0.070
C 1.582 2.678 3.207 0.420 0.978 0.004 -0.175
C 2.847 2.231 2.890 -0.185 -0.561 -0.218 -0.014
C 3.691 3.056 2.169 0.168 -0.032 0.067 -0.061
C 3.275 4.325 1.798 0.051 0.421 -0.256 -0.069
C 2.015 4.796 2.151 0.163 -0.461 0.658 -0.068
C 1.189 3.971 2.899 -0.705 0.036 -0.142 -0.006
H 3.097 1.210 3.147 0.230 0.112 0.029 0.123
H 4.677 2.696 1.908 -0.037 0.057 -0.083 0.114
H 3.924 4.977 1.224 0.053 -0.136 0.028 0.111
H 1.702 5.809 1.946 0.055 0.014 -0.214 0.102
H 0.211 4.311 3.217 0.062 -0.048 0.008 0.119
```
Positions in Å, forces in eV/Å.

Output
E_HOMO in eV: -9.83
ΔE to the lowest compared entry with this formula, charge and spin in kJ/mol: 0.0
LUMO energy in eV: -0.695
HOMO-LUMO gap in hartree: 0.33583
Spin multiplicity: 1

=====

Record 2
Below is a molecular structure, C31H46ClFN8O7S2SiTi, with properties calculated with wB97M-V/def2-TZVPD.

The geometry in XYZ format:
```
98
Properties=species:S:1:pos:R:3:forces:R:3:lowdin_charge:R:1
Ti -0.851 1.482 1.469 0.376 0.579 -0.117 0.378
C -4.121 2.929 4.192 -0.001 -0.010 0.005 -0.014
C -2.982 2.206 3.557 0.018 0.009 -0.036 -0.248
N -2.240 2.761 2.662 -0.034 -0.052 0.024 -0.074
N -2.566 4.030 2.317 0.032 0.039 0.008 0.017
C -1.729 4.535 1.442 -0.025 0.017 0.053 -0.789
N -1.942 5.810 1.058 -0.001 -0.006 -0.013 0.093
S -0.353 3.733 0.772 -0.087 -0.185 -0.044 0.712
C -2.611 0.823 3.892 -0.008 0.008 0.028 -0.202
C -3.144 0.110 4.957 0.004 0.018 -0.007 0.007
C -2.658 -1.159 5.226 0.025 -0.019 -0.012 -0.033
C -1.643 -1.682 4.443 -0.018 0.006 0.026 -0.025
C -1.167 -0.920 3.393 0.013 0.001 -0.023 -0.145
N -1.656 0.288 3.116 -0.110 -0.072 -0.181 -0.038
H -3.756 3.827 4.692 0.001 -0.001 0.006 0.093
H -4.663 2.313 4.902 -0.001 -0.001 -0.002 0.064
H -4.807 3.270 3.415 0.003 0.002 0.000 0.090
H -2.795 6.252 1.355 0.001 0.000 0.000 0.105
H -1.478 6.154 0.237 0.006 0.006 0.008 0.090
H -3.910 0.546 5.579 0.000 -0.001 0.001 0.107
H -3.059 -1.727 6.055 0.000 0.000 0.002 0.115
H -1.225 -2.659 4.630 -0.001 -0.001 -0.002 0.116
H -0.371 -1.276 2.753 0.002 0.005 0.003 0.107
C 3.257 3.314 0.563 0.000 -0.012 0.009 -0.036
C 4.121 2.072 0.407 0.005 0.007 0.008 -0.626
C 5.459 2.425 -0.230 -0.006 -0.003 0.003 -0.023
C 4.331 1.378 1.745 -0.011 -0.007 0.002 -0.033
O 3.478 1.192 -0.523 -0.006 0.009 -0.017 -0.127
Si 2.352 0.043 -0.640 0.038 -0.018 0.098 -0.076
S 0.323 0.654 -0.355 -0.141 -0.046 0.067 0.492
O 2.586 -1.228 0.356 -0.009 0.006 -0.027 -0.155
C 3.575 -2.278 0.278 0.003 0.000 0.013 -0.624
C 2.973 -3.436 -0.507 -0.012 -0.028 0.028 -0.026
C 4.856 -1.799 -0.398 -0.019 0.007 0.009 -0.022
C 3.850 -2.685 1.718 0.000 0.004 -0.004 -0.022
O 2.405 -0.515 -2.167 0.003 -0.019 0.005 -0.149
C 2.240 0.109 -3.457 -0.001 0.003 -0.001 -0.632
C 2.369 1.625 -3.372 -0.006 -0.006 -0.001 -0.033
C 0.862 -0.277 -3.976 -0.007 0.009 0.014 -0.026
C 3.337 -0.471 -4.338 -0.010 -0.004 -0.001 -0.026
H 3.761 4.051 1.191 0.001 0.002 -0.002 0.095
H 2.309 3.060 1.032 0.001 -0.004 0.016 -0.002
H 3.062 3.759 -0.414 -0.005 -0.001 -0.001 0.094
H 6.018 3.108 0.413 0.001 -0.001 0.001 0.089
H 5.301 2.907 -1.196 0.000 0.003 0.000 0.086
H 6.055 1.525 -0.385 -0.001 -0.002 -0.001 0.083
H 4.777 2.075 2.456 0.000 0.001 0.002 0.096
H 5.002 0.525 1.638 0.009 0.002 0.001 0.070
H 3.383 1.032 2.155 0.026 0.002 -0.013 0.023
H 2.635 -3.089 -1.485 0.007 0.002 -0.005 0.085
H 2.132 -3.863 0.042 -0.022 0.024 -0.008 0.069
H 3.715 -4.223 -0.651 0.003 0.000 -0.006 0.090
H 4.668 -1.517 -1.435 -0.001 0.004 -0.011 0.081
H 5.593 -2.604 -0.388 -0.002 -0.001 -0.004 0.094
H 5.277 -0.942 0.125 0.005 -0.001 -0.003 0.068
H 2.919 -2.979 2.203 0.000 -0.003 0.000 0.086
H 4.278 -1.849 2.272 0.000 0.001 0.003 0.081
H 4.546 -3.524 1.754 0.002 -0.001 0.000 0.090
H 1.605 2.045 -2.713 -0.001 0.002 -0.001 0.075
H 2.228 2.053 -4.365 0.000 0.000 0.000 0.094
H 3.351 1.913 -2.999 0.005 0.000 0.002 0.080
H 0.088 0.137 -3.328 -0.006 -0.006 -0.002 0.064
H 0.759 -1.362 -4.001 -0.013 -0.026 0.004 0.086
H 0.714 0.112 -4.985 -0.004 0.000 -0.001 0.094
H 4.318 -0.207 -3.939 0.000 0.002 0.000 0.087
H 3.257 -0.082 -5.354 0.001 -0.001 -0.002 0.088
H 3.254 -1.558 -4.374 0.000 0.000 0.000 0.088
F -1.316 -2.769 -2.953 0.033 0.011 -0.013 0.080
C -2.324 -1.904 -3.138 0.003 0.010 0.012 -0.186
C -2.624 -0.987 -2.217 0.015 -0.006 0.005 0.047
N -3.676 -0.110 -2.373 0.011 0.053 -0.015 0.028
C -4.022 0.782 -1.275 -0.041 0.026 0.023 -0.020
C -2.814 1.625 -0.870 0.148 -0.093 -0.059 -0.587
O -2.299 2.386 -1.643 -0.017 0.025 0.001 0.100
O -2.396 1.399 0.366 -0.094 -0.141 0.163 -0.259
C -4.453 -0.104 -3.515 -0.023 -0.041 0.030 -0.460
O -5.398 0.634 -3.685 0.000 0.009 -0.004 0.087
N -4.072 -1.041 -4.460 0.005 0.011 -0.007 0.219
C -3.059 -1.994 -4.390 -0.007 0.000 0.012 -0.398
O -2.853 -2.775 -5.290 0.000 -0.007 -0.002 0.102
H -2.050 -0.886 -1.306 0.014 -0.014 0.021 0.104
H -4.394 0.205 -0.430 -0.009 -0.015 -0.006 0.113
H -4.803 1.443 -1.644 -0.009 0.007 0.017 0.135
H -4.627 -1.044 -5.304 -0.001 0.000 0.001 0.169
N -0.433 -2.898 0.224 0.023 -0.021 -0.013 0.158
C -1.788 -2.883 0.433 -0.008 0.049 -0.102 -0.400
C -2.590 -3.995 0.120 0.019 0.003 -0.019 -0.019
C -3.936 -3.928 0.383 -0.016 0.017 0.006 -0.070
C -4.473 -2.775 0.961 -0.010 -0.015 -0.014 -0.075
C -3.606 -1.738 1.226 0.021 0.003 -0.003 -0.166
N -2.297 -1.771 0.961 -0.018 -0.061 0.044 0.094
H -0.093 -3.542 -0.472 0.011 0.001 0.000 0.089
H 0.026 -1.994 0.204 -0.017 -0.003 0.018 0.033
H -2.146 -4.873 -0.330 0.002 -0.007 0.005 0.114
H -4.576 -4.768 0.141 -0.001 -0.002 0.001 0.108
H -5.526 -2.689 1.187 0.000 -0.001 -0.002 0.098
H -3.965 -0.811 1.667 -0.002 -0.004 0.013 0.104
Cl 0.932 1.536 2.936 -0.057 -0.037 -0.013 0.142
```
Positions in Å, forces in eV/Å.

Output
E_HOMO in eV: -8.37
ΔE to the lowest compared entry with this formula, charge and spin in kJ/mol: 44.3
LUMO energy in eV: -1.125
HOMO-LUMO gap in hartree: 0.26607
Spin multiplicity: 1

=====

Record 3
Below is 2 unconnected molecules or ions with the total composition C5H11NO, with properties calculated with wB97M-V/def2-TZVPD.

The geometry in XYZ format:
```
18
Properties=species:S:1:pos:R:3:forces:R:3:lowdin_charge:R:1
C -3.077 0.633 0.700 -0.705 -0.680 -0.917 -0.073
C -2.001 -0.328 0.304 0.122 0.813 0.203 -0.257
N -1.415 -0.486 -0.805 -0.981 0.155 -0.830 -0.010
O -2.073 0.236 -1.904 1.981 -2.373 -0.785 -0.128
H -2.635 1.234 1.558 -0.864 -0.201 -1.418 0.098
H -3.964 0.033 1.103 1.094 0.960 -0.528 0.095
H -3.340 1.101 -0.315 -0.009 0.203 2.137 0.088
H -1.546 -0.842 1.117 0.597 -0.694 0.447 0.093
H -1.646 -0.327 -2.654 -1.277 1.821 1.701 0.128
C 3.007 0.435 1.228 -1.377 -1.520 -1.471 0.015
C 2.191 -0.403 0.526 3.228 3.539 0.511 -0.248
C 2.133 -0.521 -0.910 -0.299 2.764 -3.716 -0.149
H 3.752 1.142 0.895 -0.003 -0.219 -0.730 0.052
H 2.906 0.414 2.263 -0.190 0.035 1.778 0.015
H 1.447 -0.908 1.004 -1.661 -1.592 1.766 0.052
H 1.083 -0.505 -1.271 0.471 -0.830 0.362 0.044
H 2.700 -1.350 -1.315 -0.129 -0.366 -0.120 0.066
H 2.478 0.441 -1.524 0.002 -1.815 1.610 0.119
```
Positions in Å, forces in eV/Å.

Output
E_HOMO in eV: -9.30
ΔE to the lowest compared entry with this formula, charge and spin in kJ/mol: 422.4
LUMO energy in eV: 0.842
HOMO-LUMO gap in hartree: 0.37263
Spin multiplicity: 1

=====

Record 4
Below is 2 unconnected molecules or ions with the total composition C3H5NO4, with properties calculated with wB97M-V/def2-TZVPD.

The geometry in XYZ format:
```
13
Properties=species:S:1:pos:R:3:forces:R:3:lowdin_charge:R:1
O 0.257 -0.216 -0.962 0.367 -0.483 0.128 0.021
C 0.949 -0.003 0.043 -0.107 0.934 -0.638 -0.623
O 0.481 0.104 1.265 -1.484 -0.716 0.320 0.055
N 2.260 0.312 -0.088 -0.340 -0.277 -0.216 0.036
O 2.866 0.082 -1.334 -0.029 0.106 0.402 -0.006
H -0.595 -0.146 1.200 2.093 0.719 -0.081 0.100
H 2.887 0.478 0.681 0.029 -0.237 -0.229 0.156
H 2.109 -0.143 -1.907 -0.059 0.103 0.241 0.095
C -2.115 -0.443 0.661 0.021 -0.825 -0.248 -0.036
C -2.111 0.394 -0.380 -1.059 1.485 0.288 -0.220
O -2.272 1.299 -1.074 0.586 -0.954 0.115 0.236
H -1.895 -1.476 0.440 0.181 -0.074 0.035 0.094
H -2.821 -0.243 1.454 -0.199 0.220 -0.115 0.092
```
Positions in Å, forces in eV/Å.

Output
E_HOMO in eV: -9.31
ΔE to the lowest compared entry with this formula, charge and spin in kJ/mol: 302.0
LUMO energy in eV: 0.516
HOMO-LUMO gap in hartree: 0.36091
Spin multiplicity: 1